(1)
Formula: CH3F2N
Source: OMol25
Level of theory: ωB97M-V/def2-TZVPD

Results
Orbital gap = 10.14 eV

CARTESIAN COORDINATES (ANGSTROEM)
C  -0.003  -0.142  -0.512
N  0.248  -0.360  0.808
F  1.085  0.324  -1.237
F  0.613  0.770  1.473
H  -1.159  1.170  -0.929
H  -0.475  -0.932  -1.004
H  -0.309  -0.829  1.402

Per-atom Löwdin charges, elementary charge units: -0.262, -0.003, -0.043, -0.029, 0.170, 0.074, 0.095

(2)
Formula: C26H31AsI4NRu
Source: OMol25
Level of theory: ωB97M-V/def2-TZVPD

Results
Spin multiplicity = 2
Expectation value of S² = 0.93
Net charge = +2
Orbital gap (spin up / spin down) = 6.70 / 6.14 eV

CARTESIAN COORDINATES (ANGSTROEM)
Ru  1.590  -2.126  -0.057
I  2.583  -2.216  3.886
C  2.676  -4.203  3.197
I  2.424  -4.468  1.075
H  1.895  -4.789  3.667
H  3.657  -4.609  3.414
I  2.933  -2.823  -2.369
C  4.686  -2.020  -1.456
I  4.019  -0.937  0.253
H  5.193  -1.359  -2.149
H  5.310  -2.842  -1.126
C  3.448  4.973  0.916
C  2.670  3.726  0.613
C  2.553  3.245  -0.685
C  1.822  2.100  -0.973
C  1.716  1.617  -2.397
C  1.189  1.430  0.082
As  0.302  -0.173  -0.489
N  0.098  -1.420  0.880
C  -0.966  -1.783  1.677
C  -2.100  -0.956  1.762
C  -3.154  -1.316  2.574
C  -3.095  -2.499  3.307
C  -1.978  -3.329  3.224
C  -0.919  -2.977  2.415
C  -1.336  0.059  -1.451
C  -1.746  -0.981  -2.299
C  -0.972  -2.264  -2.471
C  -2.919  -0.820  -3.021
C  -3.683  0.337  -2.930
C  -4.949  0.499  -3.718
C  -3.252  1.346  -2.074
C  -2.091  1.240  -1.322
C  -1.730  2.387  -0.414
C  1.291  1.877  1.405
C  0.610  1.205  2.567
C  2.038  3.024  1.637
H  3.931  5.369  0.025
H  4.215  4.780  1.666
H  2.790  5.745  1.317
H  3.037  3.776  -1.496
H  2.322  2.232  -3.059
H  0.688  1.657  -2.768
H  2.067  0.583  -2.502
H  -2.141  -0.043  1.184
H  -4.024  -0.679  2.641
H  -3.924  -2.778  3.944
H  -1.944  -4.248  3.791
H  -0.052  -3.615  2.331
H  -0.833  -2.792  -1.521
H  0.009  -2.069  -2.911
H  -1.505  -2.938  -3.137
H  -3.245  -1.619  -3.676
H  -5.102  -0.330  -4.405
H  -4.929  1.425  -4.292
H  -5.809  0.551  -3.048
H  -3.846  2.248  -1.982
H  -2.588  3.046  -0.299
H  -0.909  2.981  -0.818
H  -1.431  2.060  0.582
H  0.839  0.141  2.625
H  -0.477  1.305  2.505
H  0.922  1.667  3.502
H  2.123  3.389  2.654

Per-atom Löwdin charges, elementary charge units: 0.141, 0.821, -1.081, 0.879, -0.024, -0.026, 0.925, -1.001, 0.967, -0.008, -0.011, -0.026, -0.234, 0.009, -0.317, -0.057, -0.353, 1.278, -0.307, -0.347, -0.010, -0.032, -0.020, -0.038, -0.042, -0.286, -0.270, -0.081, 0.011, -0.227, -0.023, 0.011, -0.266, -0.029, -0.277, -0.042, 0.010, 0.084, 0.093, 0.097, 0.128, 0.094, 0.085, 0.048, 0.092, 0.123, 0.124, 0.121, 0.031, 0.056, 0.025, 0.091, 0.127, 0.085, 0.095, 0.097, 0.133, 0.094, 0.093, 0.056, 0.013, 0.078, 0.092, 0.131

(3)
Formula: C3H5N3O
Source: OMol25
Level of theory: ωB97M-V/def2-TZVPD

Results
Orbital gap = 10.12 eV

CARTESIAN COORDINATES (ANGSTROEM)
O  0.600  -1.006  -1.321
C  1.202  0.303  -1.220
C  0.328  0.789  -0.093
N  0.647  0.348  1.150
C  -0.468  -0.277  1.494
N  -1.506  0.091  0.664
N  -0.992  0.704  -0.394
H  0.037  -1.251  -0.276
H  1.030  0.922  -2.113
H  2.285  0.242  -1.006
H  -0.680  -0.662  2.471
H  -2.484  -0.204  0.644

Per-atom Löwdin charges, elementary charge units: -0.158, -0.196, -0.372, 0.114, -0.188, 0.008, 0.077, 0.208, 0.112, 0.117, 0.112, 0.166

Q: Which energy values were calculated for the entries above? A: -8005.55406 -124762.48208 -9706.63008, in eV.
Q: Which energy relative to the best compared isomer or geometry (same formula, charge and spin) values were calculated for the entries above? A: 117.1 0.0 91.2, in kcal per mole.